i:
The following is a quantum chemistry calculation of C5H4N4 in the gas phase, from the OMol25 dataset.

Last column: natural (NBO) charge in e.
Cartesian coordinates (Å):
C -1.96 0.79 0.10  0.06
N -2.40 -0.34 0.00  -0.23
N -1.30 -1.30 0.05  -0.24
C -0.21 -0.58 -0.21  0.15
C -0.38 0.73 0.09  0.03
N 0.66 1.43 -0.12  -0.13
N 1.91 0.52 -0.45  -0.20
C 2.00 -0.41 0.80  -0.26
C 1.24 -0.76 -0.50  -0.17
H -2.26 1.99 0.37  0.24
H 1.21 -0.17 1.65  0.23
H 3.06 -0.90 1.04  0.25
H 1.75 -1.63 -1.13  0.26

Computed properties:
**Charge**: 0
**Structure (SMILES)**: C1=NN=C2C1=NN1C[C@@H]21
**Kohn-Sham gap**: 8.41 eV

=====

ii:
The following is a quantum chemistry calculation of C5H4N4 as an isolated structure, from the OMol25 dataset.

Last column: natural (NBO) charge in e.
Cartesian coordinates (Å):
C 1.91 0.37 -0.16  0.19
C -1.67 -0.85 -1.28  0.20
C 0.94 -0.16 -1.02  0.15
C -0.88 -0.30 -0.27  0.18
C -0.42 0.58 1.91  -0.45
N 2.70 0.81 0.54  -0.23
N -2.17 -1.31 -2.21  -0.24
N 1.13 -0.50 -2.19  -0.52
N -1.22 0.04 0.87  -0.31
H 0.60 0.18 1.92  0.21
H -0.92 0.36 2.85  0.22
H -0.36 1.66 1.79  0.23
H 0.35 -0.87 -2.73  0.38

Computed properties:
**Charge**: 0
**Kohn-Sham gap**: 8.93 eV

=====

Verdict on stability: i comes out at the bottom.

=====

i:
The following is a quantum chemistry calculation of a 2-piece molecular cluster, C2Cl2N2O2 overall, from the OMol25 dataset.

Last column: natural (NBO) charge in e.
Cartesian coordinates (Å):
O 1.93 -1.61 -0.93  -0.49
C 1.47 -0.58 -0.63  0.86
N 0.89 0.38 -0.35  -0.63
Cl 0.98 2.01 -0.34  0.27
O -1.74 0.82 -0.95  -0.49
C -1.52 0.40 0.09  0.85
N -1.50 -0.31 1.07  -0.63
Cl -0.52 -1.12 2.03  0.26

Computed properties:
**Charge**: 0
**Structure (SMILES)**: O=C=NCl.O=C=NCl
**Kohn-Sham gap**: 10.25 eV

=====

ii:
The following is a quantum chemistry calculation of a 2-piece molecular cluster, C2Cl2N2O2 overall, from the OMol25 dataset.

Last column: natural (NBO) charge in e.
Cartesian coordinates (Å):
O -0.79 2.16 1.35  -0.42
C -0.87 1.39 0.53  0.89
N -0.72 0.46 -0.24  -0.65
Cl -1.60 -0.15 -1.48  0.26
O -0.02 -1.52 1.33  -0.49
C 0.57 -1.03 0.47  0.81
N 1.53 -1.08 -0.28  -0.58
Cl 1.91 -0.22 -1.69  0.17

Computed properties:
**Charge**: 0
**Structure (SMILES)**: O=C=NCl.O=C=NCl
**Kohn-Sham gap**: 9.58 eV

=====

Verdict on stability: ii comes out at the bottom.

=====

i:
The following is a quantum chemistry calculation of an isolated ion of composition C3H8NO2 and charge -1, from the OMol25 dataset.

Last column: natural (NBO) charge in e.
Cartesian coordinates (Å):
N 1.30 -0.08 1.33  -0.85
C 0.46 0.15 0.11  -0.14
C 0.79 -0.71 -1.16  -0.01
O 0.27 -0.24 -2.33  -0.95
C -1.13 0.01 0.41  -0.10
O -1.85 0.76 1.45  -0.74
H 2.16 -0.37 1.15  0.35
H 1.33 0.74 1.88  0.34
H 0.75 1.11 -0.44  0.18
H 2.05 -0.61 -1.29  0.01
H 0.75 -1.82 -1.14  0.12
H -1.69 0.15 -0.47  0.19
H -1.21 -1.09 0.65  0.16
H -1.32 1.56 1.26  0.45

Computed properties:
**Charge**: -1
**Structure (SMILES)**: N[C@@H](C[O-])CO
**Kohn-Sham gap**: 6.23 eV

=====

ii:
The following is a quantum chemistry calculation of an isolated ion of composition C3H8NO2 and charge -1, from the OMol25 dataset.

Last column: natural (NBO) charge in e.
Cartesian coordinates (Å):
N 1.72 0.21 0.78  -0.89
C 1.51 -0.71 -0.34  -0.23
C 0.24 -0.39 -1.17  -0.07
O -0.91 -0.72 -0.41  -0.69
C -1.77 0.45 0.30  0.29
O -1.04 1.33 0.88  -0.88
H 0.79 0.58 1.07  0.42
H 2.10 -0.36 1.53  0.33
H 1.37 -1.74 0.04  0.15
H 2.39 -0.68 -1.01  0.14
H 0.18 -1.00 -2.08  0.15
H 0.28 0.66 -1.46  0.16
H -2.34 0.82 -0.59  0.05
H -2.41 -0.22 0.93  0.07

Computed properties:
**Charge**: -1
**Structure (SMILES)**: NCCOC[O-]
**Kohn-Sham gap**: 7.61 eV

=====

iii:
The following is a quantum chemistry calculation of an isolated ion of composition C3H8NO2 and charge -1, from the OMol25 dataset.

Last column: natural (NBO) charge in e.
Cartesian coordinates (Å):
O -2.44 1.35 -0.35  -0.92
C -1.22 1.10 -0.77  0.16
N -0.65 -0.22 -0.19  -0.71
C 0.66 -0.60 -0.60  -0.26
C 1.50 -1.26 0.49  -0.06
O 1.87 -0.29 1.50  -0.76
H -1.22 0.88 -1.88  0.03
H -0.50 1.90 -0.49  0.07
H -1.36 -0.91 -0.39  0.35
H 1.20 0.26 -1.00  0.18
H 0.67 -1.29 -1.47  0.14
H 2.43 -1.64 0.08  0.15
H 0.93 -1.98 1.07  0.16
H 1.23 0.41 1.44  0.48

Computed properties:
**Charge**: -1
**Structure (SMILES)**: [O-]CNCCO
**Kohn-Sham gap**: 6.41 eV

=====

Verdict on stability: i comes out at the bottom.

=====

i:
The following is a quantum chemistry calculation of a 13-piece molecular cluster, C13H52O13 overall, from the OMol25 dataset.

Last column: Mulliken charge in e.
Cartesian coordinates (Å):
C 1.70 -2.27 3.59  -0.46
O 2.62 -1.60 2.75  -0.50
H 0.75 -2.47 3.10  0.06
H 2.09 -3.21 3.96  0.32
H 1.61 -1.65 4.48  0.29
H 2.35 -0.68 2.67  0.40
C -1.88 -2.34 -3.42  -0.86
O -1.36 -2.13 -2.14  -0.20
H -2.34 -1.42 -3.77  0.30
H -1.14 -2.55 -4.20  0.32
H -2.56 -3.19 -3.48  0.29
H -0.81 -2.89 -1.93  0.08
C -2.83 -0.13 3.15  -0.47
O -1.60 -0.66 3.55  -0.38
H -3.09 -0.61 2.21  0.09
H -3.63 -0.25 3.89  0.34
H -2.77 0.95 3.01  0.23
H -1.19 -0.22 4.30  0.23
C 1.77 3.60 -2.00  -0.26
O 3.12 3.23 -1.61  -0.48
H 1.07 2.93 -1.51  -0.14
H 1.48 4.59 -1.63  0.27
H 1.67 3.61 -3.08  0.36
H 3.73 3.86 -2.02  0.27
C 0.12 0.16 0.34  -0.28
O -0.62 0.21 -0.85  0.22
H 0.69 -0.76 0.28  0.02
H 0.84 0.99 0.38  0.06
H -0.44 0.23 1.27  0.22
H -0.92 -0.66 -1.11  0.10
C 2.50 1.38 4.04  -0.80
O 2.05 1.03 2.76  -0.38
H 3.07 2.31 4.02  0.35
H 1.68 1.43 4.75  0.25
H 3.18 0.63 4.44  0.31
H 2.55 1.58 2.15  0.22
C -4.46 -1.19 -1.08  -0.30
O -5.54 -1.24 -2.05  -0.57
H -4.19 -2.17 -0.69  0.22
H -3.59 -0.64 -1.46  0.04
H -4.84 -0.58 -0.26  0.29
H -5.34 -1.90 -2.72  0.31
C 3.93 -0.97 -0.65  -0.25
O 4.97 0.02 -0.30  -0.53
H 3.10 -1.00 0.07  -0.06
H 3.54 -0.63 -1.61  0.32
H 4.34 -1.96 -0.80  0.28
H 4.55 0.80 0.06  0.26
C -2.08 3.35 -0.05  -0.13
O -2.15 2.53 -1.28  -0.20
H -2.75 4.20 -0.18  0.35
H -2.34 2.83 0.87  0.17
H -1.07 3.75 0.00  0.01
H -1.60 1.78 -1.07  0.41
C 1.42 -3.65 -1.33  -0.53
O 0.33 -4.28 -1.91  -0.58
H 1.42 -2.57 -1.46  0.02
H 1.47 -3.93 -0.28  0.37
H 2.35 -4.09 -1.70  0.43
H 0.44 -5.23 -1.85  0.30
C -0.51 0.72 -4.60  -0.51
O -0.35 -0.11 -5.72  -0.53
H -0.10 1.72 -4.70  0.36
H -1.56 0.80 -4.32  0.25
H -0.01 0.27 -3.74  0.12
H 0.55 -0.42 -5.81  0.33
C 1.18 4.78 1.29  -0.43
O 1.11 5.58 2.49  -0.54
H 0.50 5.26 0.59  0.32
H 2.18 4.89 0.89  0.36
H 0.81 3.76 1.43  0.03
H 1.03 6.47 2.13  0.32
C -1.78 -3.44 1.29  -0.33
O -1.54 -3.62 2.65  -0.52
H -1.60 -4.31 0.67  0.41
H -2.80 -3.15 1.04  0.27
H -1.09 -2.75 0.81  -0.11
H -1.42 -2.73 3.00  0.15

Computed properties:
**Expectation value of S²**: 0.756
**Charge**: +1
**Spin multiplicity**: 2
**Kohn-Sham gap (alpha / beta)**: 9.69 / 2.47 eV

=====

ii:
The following is a quantum chemistry calculation of a 13-piece molecular cluster, C13H52O13 overall, from the OMol25 dataset.

Last column: Mulliken charge in e.
Cartesian coordinates (Å):
C 33.57 22.86 -2.20  -0.02
O 34.71 23.60 -2.66  -0.55
H 32.91 23.47 -1.57  -0.13
H 33.06 22.35 -3.02  0.11
H 33.95 22.06 -1.57  0.22
H 34.99 23.26 -3.51  0.31
C 32.62 25.41 1.00  -0.22
O 32.49 24.51 2.12  -0.59
H 33.04 24.92 0.12  0.02
H 31.67 25.84 0.69  0.13
H 33.34 26.19 1.26  0.34
H 33.27 23.96 2.24  0.28
C 26.77 22.64 3.49  -0.94
O 27.80 22.07 2.69  -0.61
H 25.95 21.92 3.46  0.37
H 27.10 22.69 4.53  0.34
H 26.37 23.59 3.14  0.33
H 28.56 22.64 2.84  0.31
C 30.44 22.37 -4.41  -0.32
O 29.61 23.46 -4.81  -0.55
H 29.92 21.50 -4.82  0.37
H 31.37 22.39 -4.97  0.36
H 30.64 22.23 -3.35  -0.14
H 28.78 23.15 -5.16  0.32
C 25.17 20.83 0.94  -0.95
O 26.59 20.80 0.78  -0.61
H 24.62 20.68 0.01  0.33
H 24.86 20.18 1.75  0.32
H 24.86 21.82 1.28  0.40
H 27.04 21.35 1.43  0.61
C 34.04 19.90 1.14  -0.50
O 34.46 18.98 0.14  -0.64
H 33.14 19.64 1.69  0.18
H 34.76 19.99 1.96  0.44
H 33.88 20.86 0.64  0.13
H 35.40 19.09 0.05  0.33
C 29.14 25.52 2.51  -0.64
O 29.78 24.26 2.58  -0.33
H 28.08 25.33 2.67  0.18
H 29.51 26.24 3.25  0.30
H 29.23 25.96 1.52  0.24
H 30.71 24.44 2.45  0.26
C 27.70 21.60 -2.36  0.12
O 26.42 21.87 -1.75  -0.17
H 28.55 21.97 -1.77  -0.12
H 27.85 20.54 -2.55  0.28
H 27.62 22.17 -3.29  0.19
H 26.53 21.67 -0.81  0.53
C 31.24 20.90 4.57  -0.33
O 31.64 19.64 4.03  -0.50
H 31.48 21.01 5.62  0.39
H 31.75 21.68 3.99  0.07
H 30.16 20.90 4.42  0.14
H 31.37 18.93 4.61  0.27
C 31.79 17.22 -0.30  -0.65
O 31.97 18.52 -0.82  -0.40
H 32.68 16.59 -0.23  0.31
H 31.50 17.25 0.75  0.27
H 31.00 16.72 -0.86  0.20
H 32.81 18.84 -0.49  0.17
C 29.14 24.71 -1.26  -0.06
O 29.84 25.93 -1.41  -0.55
H 28.77 24.52 -0.26  0.09
H 28.27 24.67 -1.91  0.36
H 29.77 23.86 -1.53  -0.13
H 30.24 25.87 -2.28  0.34
C 30.66 21.70 0.24  -0.19
O 30.89 21.01 -0.99  -0.30
H 31.14 21.29 1.14  0.27
H 30.97 22.74 0.33  0.17
H 29.59 21.76 0.43  -0.05
H 31.30 20.16 -0.84  0.45
C 29.04 17.52 -2.52  -0.83
O 29.92 18.55 -2.91  -0.46
H 28.18 17.54 -3.19  0.30
H 29.60 16.58 -2.57  0.34
H 28.58 17.75 -1.55  0.32
H 30.48 18.78 -2.17  0.37

Computed properties:
**Expectation value of S²**: 0.755
**Charge**: +1
**Spin multiplicity**: 2
**Kohn-Sham gap (alpha / beta)**: 10.03 / 3.29 eV

=====

Verdict on stability: i comes out at the bottom.